Record 1
Below is C6H5O6Pb as an isolated structure, with properties calculated with wB97M-V/def2-TZVPD.

The calculation puts the orbital gap (alpha / beta) at 0.190 / 0.190 hartree. The total charge is +1.

Structure (XYZ):
```
18
C6H5O6Pb (wB97M-V/def2-TZVPD)
Pb 0.032 0.007 -0.003
O -0.239 3.211 -0.456
O -0.176 -3.223 -0.389
O -3.095 -0.020 1.001
O 1.152 0.103 2.080
O 0.770 0.025 -5.665
O 2.688 0.008 -1.841
C 1.032 0.030 -4.604
C -0.066 -2.082 -0.162
C -1.970 -0.012 0.703
C 1.783 0.006 -1.096
C 0.026 0.032 3.013
C -0.108 2.082 -0.207
H 0.656 0.086 3.876
H -0.542 -0.885 2.910
H 1.557 -0.814 1.877
H -0.571 0.939 2.871
H -0.827 -0.026 -1.677
```

---

Record 2
Below is C29H40N5O5S2Se2Sr as an isolated structure, with properties calculated with wB97M-V/def2-TZVPD.

The calculation puts the orbital gap at 0.219 hartree. The calculation puts the energy relative to the best compared isomer or geometry (same formula, charge and spin) at 0.0 kcal per mole. The total charge is -1.

Structure (XYZ):
```
84
C29H40N5O5S2Se2Sr (wB97M-V/def2-TZVPD)
Sr -0.002 -0.092 -0.270
Se 1.542 -0.579 2.328
Se 0.214 -3.172 -0.701
S -0.625 2.288 2.079
S 2.479 2.451 -4.001
O -0.219 2.350 0.636
O -1.937 -0.473 1.318
O 0.775 -3.893 2.357
O -4.381 -5.274 -2.583
O 5.002 -2.835 0.013
N -1.030 1.262 -2.452
N -1.664 -0.928 3.525
N -4.363 -0.857 -1.214
N -3.254 -3.089 -1.187
N -2.054 -2.639 1.988
C -3.873 -1.906 -1.193
C 3.725 1.544 -3.261
C -3.127 2.523 3.206
C 1.280 1.611 -3.022
C -1.873 3.448 -3.935
C -1.863 -1.311 2.230
C 0.081 3.767 2.810
C -3.778 -4.202 -3.298
C -3.929 -4.180 -0.471
C 3.234 0.676 -2.331
C -4.966 -4.825 -1.373
C -0.126 1.997 -3.131
C 2.029 -4.235 1.802
C -4.226 3.689 0.944
C -5.038 3.452 2.051
C 1.805 0.681 -2.159
C 2.986 -1.865 1.940
C -6.504 3.787 2.007
C -0.538 3.111 -3.881
C -1.186 -1.884 4.515
C 4.150 -3.688 0.768
C 2.127 -2.778 -0.325
C -2.693 -3.537 -2.474
C 2.749 -3.102 1.057
C -2.317 1.609 -2.505
C -2.881 3.359 0.958
C -4.471 2.869 3.179
C -2.797 2.683 -3.233
C -2.341 2.790 2.100
H -4.373 -3.785 0.442
H -1.887 -4.235 -2.246
H -5.095 2.654 4.039
H -6.981 3.600 2.969
H -1.600 -3.274 2.630
H -7.016 3.184 1.255
H -2.710 2.024 4.073
H -5.765 -4.103 -1.591
H -4.658 4.119 0.047
H -0.326 3.878 3.815
H 2.325 -1.732 -0.576
H 4.645 -2.780 -0.880
H -6.663 4.835 1.747
H -0.255 -2.362 4.196
H 2.658 -4.560 2.637
H -2.194 4.307 -4.514
H 3.899 0.039 -1.757
H -1.159 -0.052 3.533
H 3.349 -2.213 2.911
H 3.789 -1.289 1.484
H -3.361 -4.629 -4.210
H -2.252 -2.683 -2.984
H 1.916 -5.085 1.114
H 4.028 -4.651 0.253
H -3.855 2.906 -3.244
H 4.682 -3.872 1.705
H -1.003 -1.349 5.444
H 0.293 -3.494 1.606
H -5.407 -5.699 -0.893
H 2.635 -3.369 -1.092
H -4.548 -3.467 -3.573
H -2.255 3.503 0.086
H -1.957 -2.632 4.710
H -3.159 -4.906 -0.200
H 4.753 1.704 -3.554
H -1.841 -2.869 1.020
H -0.175 4.619 2.183
H 1.159 3.620 2.850
H 0.201 3.703 -4.404
H -3.002 0.989 -1.935
```

---

Record 3
Below is a 2-piece molecular cluster, C9H13NO2 overall, with properties calculated with wB97M-V/def2-TZVPD.

The calculation puts the orbital gap (alpha / beta) at 0.349 / 0.206 hartree. Its spin multiplicity is 2. The calculation puts the energy relative to the best compared isomer or geometry (same formula, charge and spin) at 28.1 kcal per mole. The total charge is +1.

Structure (XYZ):
```
25
C9H13NO2 (wB97M-V/def2-TZVPD)
O 2.131 -1.415 -0.443
O -0.358 1.501 -2.696
N -0.849 -0.443 -3.665
C 0.689 0.344 0.229
C 1.366 -1.477 1.748
C 0.626 -0.921 2.799
C -0.708 0.906 3.748
C -2.417 0.501 -2.019
C -1.177 0.597 -2.829
C 1.338 -0.882 0.472
C 0.106 0.932 1.290
C 0.117 0.352 2.583
H -2.502 -0.537 -1.645
H 0.008 -0.445 -4.185
H 1.907 -1.049 -1.306
H 0.574 -1.535 3.685
H -1.695 1.271 3.445
H 0.411 0.681 -0.768
H -2.144 0.896 -1.029
H -3.385 0.862 -2.332
H -0.972 0.048 4.361
H -0.178 1.712 4.254
H -1.566 -1.123 -3.861
H -0.486 1.845 1.321
H 1.894 -2.405 1.902
```

---

no.,calculated total energy (Ha),strongest force on any atom (eV/Å)
1,-875.2113,13.3
2,-7409.1152,0.6
3,-555.6812,3.4